1.
# C11H16N4O5

One molecule with the formula C11H16N4O5 at a distorted geometry (ωB97M-V/def2-TZVPD, the OMol25 dataset).

Values from the calculation:
Structure (SMILES)   N[C@@H](Cc1c[nH]cn1)C(=O)N[C@@H](CCC(=O)O)C(=O)O
Kohn-Sham gap   9.51 eV
Relative energy (zero: lowest compared OMol25 entry of this formula, charge and spin)   204.7 kJ/mol
LUMO energy   0.155 eV

Last columns: bonded neighbours and bond lengths (Å).
Geometry (Å):
1 N 2.013 -1.636 1.959  C2 1.423, H21 1.049, H22 1.021
2 C 0.923 -0.971 1.330  N1 1.423, C3 1.487, C9 1.549, H23 1.103
3 C -0.452 -1.315 1.780  C2 1.487, C4 1.492, H24 1.046, H25 1.120
4 C -1.326 -2.262 1.027  C3 1.492, C5 1.418, N8 1.423
5 C -1.693 -3.554 1.481  C4 1.418, N6 1.375, H26 1.145
6 N -2.689 -3.920 0.607  C5 1.375, C7 1.366, H27 1.011
7 C -2.833 -2.949 -0.343  N6 1.366, N8 1.346, H28 1.142
8 N -2.048 -1.875 -0.136  C4 1.423, C7 1.346
9 C 1.126 0.457 1.894  C2 1.549, O10 1.235, N11 1.403
10 O 1.155 0.642 3.115  C9 1.235
11 N 1.324 1.533 1.016  C9 1.403, C12 1.417, H29 1.035
12 C 1.025 1.735 -0.354  N11 1.417, C13 1.540, C18 1.619, H30 1.098
13 C -0.390 2.245 -0.687  C12 1.540, C14 1.494, H31 1.142, H32 1.151
14 C -1.371 1.319 -1.328  C13 1.494, C15 1.486, H33 1.147, H34 1.064
15 C -0.653 0.444 -2.290  C14 1.486, O16 1.222, O17 1.312
16 O 0.196 0.990 -2.980  C15 1.222
17 O -0.809 -0.859 -2.302  C15 1.312, H35 1.016
18 C 1.937 2.917 -0.982  C12 1.619, O19 1.230, O20 1.357
19 O 2.673 3.613 -0.285  C18 1.230
20 O 1.718 3.029 -2.317  C18 1.357, H36 1.014
21 H 1.872 -2.617 1.614  N1 1.049
22 H 1.904 -1.562 2.971  N1 1.021
23 H 0.979 -1.112 0.238  C2 1.103
24 H -1.030 -0.450 1.894  C3 1.046
25 H -0.265 -1.507 2.867  C3 1.120
26 H -1.357 -4.131 2.411  C5 1.145
27 H -3.253 -4.759 0.614  N6 1.011
28 H -3.632 -3.034 -1.154  C7 1.142
29 H 1.430 2.375 1.611  N11 1.035
30 H 1.271 0.785 -0.846  C12 1.098
31 H -0.413 3.111 -1.432  C13 1.142
32 H -0.736 2.636 0.339  C13 1.151
33 H -1.733 0.667 -0.456  C14 1.147
34 H -2.173 1.862 -1.766  C14 1.064
35 H -1.278 -1.105 -1.435  O17 1.016
36 H 0.976 2.407 -2.617  O20 1.014

2.
# C11H16O2

One molecule with the formula C11H16O2 at a distorted geometry (ωB97M-V/def2-TZVPD, the OMol25 dataset).

Values from the calculation:
Structure (SMILES)   C[C@@H]1CCC(=O)C(C)(C)C(=C=O)C1
Kohn-Sham gap   9.17 eV
Relative energy (zero: lowest compared OMol25 entry of this formula, charge and spin)   386.6 kJ/mol
LUMO energy   0.757 eV

Last columns: bonded neighbours and bond lengths (Å).
Geometry (Å):
1 C 2.466 2.135 0.278  C2 1.529, H14 1.120, H15 1.176, H16 1.014
2 C 1.266 1.204 0.457  C1 1.529, C3 1.557, C13 1.579, H17 1.031
3 C 1.800 -0.225 0.147  C2 1.557, C4 1.534, H18 1.017, H19 1.163
4 C 1.257 -1.479 0.846  C3 1.534, C5 1.451, H20 1.085, H21 1.042
5 C 0.057 -2.050 0.263  C4 1.451, O6 1.167, C7 1.826
6 O -0.236 -3.174 0.145  C5 1.167
7 C -1.110 -0.758 -0.288  C5 1.826, C8 1.497, C9 1.605, C10 1.603
8 C -1.406 -1.309 -1.647  C7 1.497, H22 1.171, H23 1.018, H24 1.062
9 C -2.392 -1.006 0.645  C7 1.605, H25 1.010, H26 1.127, H27 1.080
10 C -1.149 0.841 -0.186  C7 1.603, C11 1.308, C13 1.520
11 C -2.181 1.424 0.366  C10 1.308, O12 1.167
12 O -3.195 1.973 0.544  C11 1.167
13 C 0.107 1.626 -0.529  C2 1.579, C10 1.520, H28 1.009, H29 1.031
14 H 3.004 2.250 1.253  C1 1.120
15 H 2.193 3.159 -0.233  C1 1.176
16 H 3.146 1.706 -0.338  C1 1.014
17 H 0.966 1.192 1.443  C2 1.031
18 H 2.789 -0.106 0.351  C3 1.017
19 H 1.476 -0.489 -0.938  C3 1.163
20 H 2.144 -2.101 0.779  C4 1.085
21 H 1.129 -1.132 1.820  C4 1.042
22 H -1.456 -2.478 -1.683  C8 1.171
23 H -0.733 -0.894 -2.288  C8 1.018
24 H -2.340 -0.899 -1.941  C8 1.062
25 H -2.187 -0.994 1.633  C9 1.010
26 H -2.683 -2.089 0.532  C9 1.127
27 H -3.304 -0.436 0.545  C9 1.080
28 H 0.011 2.630 -0.530  C13 1.009
29 H 0.560 1.478 -1.444  C13 1.031

3.
# C11H16O2

One molecule with the formula C11H16O2 at a distorted geometry (ωB97M-V/def2-TZVPD, the OMol25 dataset).

Values from the calculation:
Kohn-Sham gap (alpha / beta)   7.72 / 9.31 eV
Relative energy (zero: lowest compared OMol25 entry of this formula, charge and spin)   0.0 kJ/mol
2S+1   3
LUMO energy (alpha / beta)   0.780 / -0.740 eV

Last columns: bonded neighbours and bond lengths (Å).
Geometry (Å):
1 C -0.120 -1.206 -1.619  C2 1.394, C5 1.487, H14 1.022
2 C -0.887 -1.868 -0.662  C1 1.394, C6 1.381, H15 1.151
3 C 2.966 -0.869 -0.059  C7 1.396, O12 1.266, H16 1.047
4 C 1.532 0.808 -1.311  C5 1.638, C7 1.543, H17 1.014, H18 1.129
5 C -0.004 0.240 -1.288  C1 1.487, C4 1.638, C8 1.548, H19 1.111
6 C -1.368 -0.990 0.290  C2 1.381, C8 1.485, C9 1.483
7 C 2.463 0.431 -0.140  C3 1.396, C4 1.543, O13 1.353
8 C -0.870 0.376 -0.012  C5 1.548, C6 1.485, C10 1.639, C11 1.572
9 C -2.332 -1.362 1.355  C6 1.483, H20 1.087, H21 1.094, H22 1.192
10 C -2.099 1.457 -0.081  C8 1.639, H23 1.071, H24 1.103, H25 1.033
11 C -0.118 1.040 1.198  C8 1.572, H26 1.083, H27 1.163, H28 1.145
12 O 3.671 -1.110 0.965  C3 1.266
13 O 3.004 1.350 0.692  C7 1.353, H29 0.983
14 H 0.306 -1.492 -2.503  C1 1.022
15 H -1.097 -2.993 -0.792  C2 1.151
16 H 2.673 -1.519 -0.826  C3 1.047
17 H 1.883 0.412 -2.176  C4 1.014
18 H 1.724 1.919 -1.361  C4 1.129
19 H -0.543 0.953 -1.948  C5 1.111
20 H -1.748 -1.229 2.263  C9 1.087
21 H -2.457 -2.445 1.442  C9 1.094
22 H -3.327 -0.706 1.391  C9 1.192
23 H -2.573 1.571 0.873  C10 1.071
24 H -2.787 0.960 -0.785  C10 1.103
25 H -1.630 2.248 -0.550  C10 1.033
26 H 0.545 0.230 1.479  C11 1.083
27 H -0.841 1.168 2.100  C11 1.163
28 H 0.476 1.999 1.001  C11 1.145
29 H 3.558 0.628 1.066  O13 0.983